(1)
The following is a DFT calculation (wB97M-V/def2-TZVPD) of the molecule C14H18N2O4S.

Properties
Orbital gap (eV): 9.559
SMILES: Cc1ccsc1C(=O)NNC(=O)[C@@H]1CCCC[C@H]1C(=O)O
Electronic energy (hartree): -1352.99087
ΔE to the lowest compared entry with this formula, charge and spin (kJ/mol): 30.5

Structure (ORCA input):
```
! wB97M-V def2-TZVPD RIJCOSX def2/J DEFGRID3
* xyz 0 1
S -0.624 -5.227 -0.041
O -2.088 0.946 -2.193
O 1.773 0.420 -0.253
O -2.804 0.079 -0.258
O -1.471 -2.403 -0.102
N 0.392 -1.547 0.847
N -0.109 -0.243 0.761
C 0.612 3.076 0.654
C -1.399 4.536 0.319
C -2.171 0.997 -0.998
C 0.395 -3.828 0.113
C -0.025 2.006 -0.243
C 1.731 -4.150 0.017
C -1.554 2.068 -0.118
C 2.889 -3.206 0.051
C 0.745 -6.238 -0.198
C -0.307 -2.553 0.235
C -2.034 3.457 -0.553
C 0.621 0.663 0.051
C 0.123 4.462 0.248
C 1.912 -5.542 -0.158
H 1.403 -1.559 0.873
H -1.765 3.612 -1.599
H 3.128 -2.921 1.076
H -1.123 -0.228 0.808
H 3.766 -3.695 -0.367
H 2.697 -2.305 -0.531
H 2.881 -5.999 -0.253
H 1.697 3.014 0.562
H 0.243 2.229 -1.283
H -3.063 -0.707 -0.770
H -1.721 4.400 1.354
H -3.122 3.507 -0.474
H -1.739 5.519 -0.010
H 0.614 -7.296 -0.316
H 0.449 4.676 -0.771
H 0.563 5.213 0.906
H 0.346 2.877 1.695
H -1.857 1.890 0.918
*
```

Okay, here come the Löwdin numbers, in e, for every atom: S 1.09; O 0.14; O 0.07; O 0.09; O 0.04; N 0.11; N 0.12; C -0.14; C -0.19; C -0.51; C -0.40; C -0.19; C -0.30; C -0.20; C -0.04; C -0.40; C -0.48; C -0.14; C -0.42; C -0.19; C -0.15; H 0.11; H 0.13; H 0.09; H 0.12; H 0.08; H 0.08; H 0.11; H 0.12; H 0.17; H 0.13; H 0.12; H 0.13; H 0.11; H 0.06; H 0.12; H 0.11; H 0.13; H 0.16

(2)
The following is a DFT calculation (wB97M-V/def2-TZVPD) of a cluster of 7 separate species, C24H48N4O9 in total.

Properties
Orbital gap (eV): 9.273
SMILES: CCN(CC)CC.O=C1CCCO1.O=C1CCCO1.O=C1CCCO1.CC(N)=O.CC(N)=O.CC(N)=O
Electronic energy (hartree): -1839.57390

Structure (ORCA input):
```
! wB97M-V def2-TZVPD RIJCOSX def2/J DEFGRID3
* xyz 0 1
O -19.049 26.694 -3.322
O -15.116 28.456 -3.866
O -17.535 21.855 -7.441
O -13.176 27.950 -4.838
O -14.652 27.419 -10.059
O -15.994 25.501 -5.788
O -19.509 31.085 -7.970
O -14.549 25.192 -9.948
O -19.415 22.466 -6.405
N -19.942 26.015 -8.975
N -18.283 24.710 -4.114
N -17.618 25.157 -7.329
N -20.050 32.629 -6.407
C -19.346 30.411 -5.705
C -16.954 27.425 -6.774
C -14.287 28.541 -9.249
C -18.861 21.744 -7.185
C -14.342 26.255 -9.448
C -19.734 25.379 -10.281
C -19.391 23.911 -10.161
C -13.282 28.019 -8.210
C -17.187 21.244 -8.698
C -21.002 25.417 -8.172
C -19.603 31.404 -6.800
C -12.192 26.907 -4.844
C -13.619 26.533 -8.139
C -21.413 27.978 -9.742
C -19.394 20.606 -8.001
C -20.573 24.849 -3.345
C -12.638 25.850 -3.808
C -16.809 25.950 -6.597
C -20.127 27.470 -9.113
C -19.222 25.505 -3.544
C -18.479 20.600 -9.235
C -13.953 26.398 -3.248
C -14.214 27.689 -3.992
C -21.146 26.020 -6.786
H -18.875 25.880 -10.731
H -21.556 27.030 -6.807
H -16.861 22.033 -9.371
H -19.219 23.474 -11.146
H -17.589 24.188 -7.043
H -20.171 23.346 -9.651
H -19.267 27.827 -9.698
H -14.798 25.726 -3.351
H -18.707 29.616 -6.082
H -18.945 21.227 -9.995
H -20.461 20.581 -8.197
H -11.273 27.401 -4.524
H -20.801 24.352 -8.027
H -21.981 25.402 -8.687
H -17.303 27.876 -5.842
H -20.197 26.028 -6.249
H -18.400 19.599 -9.650
H -12.053 26.516 -5.849
H -20.609 25.528 -10.931
H -13.847 26.680 -2.199
H -12.270 28.161 -8.591
H -12.720 25.915 -8.180
H -12.788 24.875 -4.264
H -18.536 23.781 -4.405
H -20.290 29.862 -5.591
H -20.133 33.371 -7.080
H -14.186 26.194 -7.271
H -21.853 25.396 -6.235
H -13.380 28.567 -7.275
H -19.920 27.949 -8.153
H -18.479 25.573 -7.691
H -20.013 32.865 -5.432
H -21.319 25.595 -3.085
H -19.009 30.743 -4.728
H -22.291 27.467 -9.333
H -19.213 19.689 -7.425
H -20.894 24.477 -4.328
H -20.607 24.026 -2.635
H -16.399 20.517 -8.524
H -15.952 27.847 -6.888
H -11.854 25.779 -3.058
H -18.474 23.769 -9.584
H -21.536 29.035 -9.510
H -15.190 28.953 -8.790
H -17.343 25.026 -4.319
H -21.460 27.831 -10.821
H -13.893 29.332 -9.884
H -17.581 27.782 -7.590
*
```

Okay, here come the Löwdin numbers, in e, for every atom: O 0.02; O 0.12; O 0.00; O -0.01; O 0.03; O -0.01; O 0.03; O 0.12; O 0.11; N -0.21; N 0.18; N 0.22; N 0.15; C 0.00; C 0.02; C -0.15; C -0.49; C -0.49; C -0.23; C -0.09; C -0.14; C -0.12; C -0.27; C -0.60; C -0.14; C -0.08; C -0.07; C -0.07; C -0.02; C -0.13; C -0.58; C -0.26; C -0.60; C -0.14; C -0.07; C -0.48; C -0.07; H 0.12; H 0.07; H 0.12; H 0.08; H 0.08; H 0.06; H 0.12; H 0.11; H 0.05; H 0.09; H 0.13; H 0.12; H 0.09; H 0.12; H 0.08; H 0.07; H 0.11; H 0.10; H 0.12; H 0.13; H 0.12; H 0.12; H 0.11; H 0.08; H 0.10; H 0.10; H 0.10; H 0.08; H 0.10; H 0.09; H 0.07; H 0.09; H 0.08; H 0.08; H 0.07; H 0.13; H 0.06; H 0.08; H 0.13; H 0.07; H 0.11; H 0.06; H 0.07; H 0.11; H 0.07; H 0.07; H 0.12; H 0.07

(3)
The following is a DFT calculation (wB97M-V/def2-TZVPD) of a structure of composition C22H25FN6O5PdSe.

Properties
Orbital gap (eV): 7.349
Electronic energy (hartree): -4186.60822
ΔE to the lowest compared entry with this formula, charge and spin (kJ/mol): 3.4

Structure (ORCA input):
```
! wB97M-V def2-TZVPD RIJCOSX def2/J DEFGRID3
* xyz 2 1
Pd -2.815 -3.854 -0.158
Se -2.760 -3.220 -2.518
F 4.136 -0.819 -0.134
O -2.383 -6.110 1.772
O -0.685 -2.161 0.252
O -3.015 -0.990 -0.372
O -4.349 0.543 0.626
O -4.889 -1.615 0.642
N 5.695 3.934 -0.566
N -0.665 1.752 -0.950
N -1.468 -5.362 -1.043
N -3.063 -4.968 1.528
N -4.263 -2.836 0.892
N 4.173 1.921 -0.881
C -4.531 -5.538 3.419
C 0.578 -0.225 -0.327
C 1.805 -0.852 -0.108
C -1.779 4.022 -0.828
C -4.742 -3.419 1.924
C -5.845 -2.906 2.778
C 4.406 2.575 -2.160
C -4.068 -4.694 2.283
C -0.351 4.215 -0.418
C -0.656 -0.998 -0.137
C 2.982 1.182 -0.693
C 2.969 -0.167 -0.300
C 6.443 2.641 -0.413
C -4.057 -0.564 0.329
C -1.818 1.048 -0.845
C -0.717 3.131 -1.390
C 5.426 1.500 -0.263
C 1.762 1.806 -0.894
C 4.952 3.979 -1.881
C -1.841 -0.244 -0.454
C 0.554 1.117 -0.730
C -1.882 -4.708 -1.930
H -5.562 -5.851 3.250
H -6.622 -3.667 2.857
H -2.230 4.736 -1.501
H 0.186 5.074 -0.796
H -4.504 -4.973 4.352
H -0.084 3.905 0.584
H 5.648 4.319 -2.645
H -6.272 -1.989 2.394
H 4.158 4.714 -1.766
H -1.735 -6.181 1.049
H 7.099 2.716 0.450
H -5.462 -2.734 3.787
H 5.862 0.606 -0.715
H 5.112 2.001 -2.770
H 3.483 2.650 -2.728
H -2.451 3.613 -0.086
H -2.728 1.583 -1.072
H -3.907 -6.418 3.521
H 5.247 1.286 0.790
H 1.823 -1.892 0.188
H 7.056 2.537 -1.306
H -0.444 3.263 -2.430
H 6.328 4.730 -0.488
H 1.748 2.853 -1.162
H 5.015 4.005 0.191
*
```

Okay, here come the Löwdin numbers, in e, for every atom: Pd 0.79; Se 0.78; F 0.08; O 0.04; O 0.02; O 0.01; O 0.22; O 0.05; N 0.06; N 0.01; N 0.03; N -0.09; N 0.01; N -0.10; C 0.02; C -0.05; C 0.10; C -0.07; C -0.20; C 0.04; C -0.12; C -0.22; C -0.09; C -0.31; C -0.13; C -0.18; C -0.07; C -0.52; C 0.07; C -0.26; C -0.13; C 0.07; C -0.07; C -0.14; C -0.11; C -0.76; H 0.11; H 0.11; H 0.12; H 0.11; H 0.11; H 0.12; H 0.14; H 0.10; H 0.13; H 0.09; H 0.14; H 0.11; H 0.13; H 0.14; H 0.13; H 0.11; H 0.15; H 0.09; H 0.14; H 0.15; H 0.14; H 0.16; H 0.19; H 0.11; H 0.18

(4)
The following is a DFT calculation (wB97M-V/def2-TZVPD) of a structure of composition C15H23N3O3.

Properties
Orbital gap (eV): 9.456
Electronic energy (hartree): -975.25850
ΔE to the lowest compared entry with this formula, charge and spin (kJ/mol): 475.1

Structure (ORCA input):
```
! wB97M-V def2-TZVPD RIJCOSX def2/J DEFGRID3
* xyz 0 1
O 0.173 -0.587 2.590
O 1.732 -3.361 -0.473
O 3.802 -3.003 -1.131
N 1.815 -1.115 0.978
N 1.529 3.962 -1.045
N -0.425 -2.604 -0.169
C -5.021 1.171 0.013
C -3.876 -1.348 -0.662
C 2.343 3.345 -0.095
C 3.564 1.149 0.487
C 0.499 -0.909 1.430
C -5.742 0.234 -0.683
C 2.749 -2.619 -0.713
C -0.676 -1.164 0.452
C -3.733 0.801 0.603
C -3.231 -0.439 0.316
C -5.127 -0.944 -1.131
C 2.422 -1.102 -0.355
C 3.773 -0.324 -0.163
C 2.557 1.837 -0.394
C -2.064 -1.121 1.077
H 4.517 1.690 0.391
H 3.336 3.994 0.198
H -0.778 -3.254 0.487
H -3.536 -2.330 -0.889
H -0.861 -2.628 -1.123
H 1.861 -0.593 -1.190
H 2.405 -0.769 1.734
H -2.320 -2.140 1.400
H -1.864 -0.402 1.923
H 1.871 3.412 0.863
H -5.633 -1.581 -1.825
H 0.829 -2.830 -0.273
H 0.581 3.859 -0.784
H 4.330 -0.784 0.614
H -5.357 2.217 0.348
H 1.733 4.921 -1.290
H 2.966 2.003 -1.333
H -3.322 1.541 1.196
H -6.651 0.521 -1.123
H 4.670 -0.377 -0.900
H 3.156 0.965 1.499
H 1.747 1.119 -0.559
H -0.740 -0.414 -0.296
*
```

Okay, here come the Löwdin numbers, in e, for every atom: O 0.04; O 0.06; O 0.10; N 0.11; N -0.01; N 0.13; C -0.06; C -0.02; C -0.33; C -0.18; C -0.36; C -0.11; C -0.56; C -0.18; C -0.03; C -0.20; C -0.09; C -0.20; C -0.13; C -0.23; C -0.11; H 0.12; H 0.17; H 0.10; H 0.09; H 0.15; H 0.16; H 0.13; H 0.13; H 0.12; H 0.08; H 0.09; H -0.05; H 0.06; H 0.08; H 0.13; H 0.07; H 0.09; H 0.08; H 0.08; H 0.15; H 0.10; H 0.09; H 0.13

| no. | LUMO (eV) | HOMO level (eV) |
| --- | --- | --- |
| 1 | 0.453 | -9.106 |
| 2 | 0.603 | -8.670 |
| 3 | -5.833 | -13.182 |
| 4 | 0.376 | -9.080 |